# C44H43BBaCl5N13O7S

C44H43BBaCl5N13O7S as an isolated structure in a non-equilibrium geometry (ωB97M-V/def2-TZVPD, OMol25).

Last column: Löwdin charge in e.
Cartesian coordinates (Å):
Ba  -1.861  -0.559  0.088  1.75
Cl  -7.700  3.396  -1.978  0.60
C  -6.585  2.508  -0.976  -0.70
C  -5.782  1.544  -1.560  -0.08
C  -4.867  0.791  -0.817  -0.27
N  -4.012  -0.125  -1.431  -0.07
C  -4.419  -0.755  -2.533  -0.54
O  -5.541  -0.782  -3.063  0.00
C  -3.355  -1.535  -3.270  -0.24
C  -3.235  -1.313  -4.643  -0.05
C  -2.368  -2.099  -5.377  -0.09
C  -1.701  -3.130  -4.729  -0.10
C  -1.890  -3.283  -3.366  -0.18
N  -2.674  -2.487  -2.637  0.12
C  -4.756  1.046  0.580  -0.25
C  -5.586  2.024  1.142  -0.05
C  -6.489  2.744  0.382  -0.69
Cl  -7.487  3.947  1.150  0.61
N  -3.774  0.374  1.292  -0.13
C  -3.788  0.304  2.626  -0.53
O  -4.688  0.640  3.410  -0.01
C  -2.520  -0.245  3.238  -0.22
C  -2.513  -0.521  4.599  0.01
C  -1.326  -0.908  5.198  -0.05
C  -0.179  -0.978  4.425  -0.06
C  -0.285  -0.730  3.068  -0.16
N  -1.428  -0.379  2.486  -0.13
H  -5.884  1.355  -2.617  0.10
H  -3.830  -0.540  -5.108  0.11
H  -2.220  -1.917  -6.435  0.10
H  -1.049  -3.804  -5.269  0.10
H  -1.390  -4.075  -2.830  0.01
H  -5.522  2.209  2.202  0.09
H  -3.438  -0.430  5.148  0.11
H  -1.296  -1.153  6.252  0.11
H  0.771  -1.267  4.850  0.11
H  0.568  -0.830  2.407  0.08
C  1.345  4.264  -3.826  -0.05
C  1.504  3.996  -2.363  -0.38
C  1.791  4.903  -1.327  -0.01
C  1.793  4.139  -0.176  -0.29
C  2.011  4.609  1.224  -0.01
N  1.541  2.860  -0.537  0.00
N  1.357  2.777  -1.870  0.11
B  1.290  1.583  0.301  -0.58
N  2.554  0.732  0.537  0.02
N  2.310  -0.475  1.092  0.11
C  3.480  -1.051  1.314  -0.36
C  3.570  -2.367  2.012  -0.02
C  4.516  -0.217  0.852  -0.01
C  3.879  0.910  0.364  -0.30
C  4.507  2.120  -0.251  -0.02
N  0.672  1.971  1.661  0.00
N  -0.615  2.383  1.626  0.06
C  -0.954  2.725  2.858  -0.36
C  -2.313  3.265  3.170  -0.01
C  0.137  2.529  3.723  -0.01
C  1.154  2.042  2.921  -0.31
C  2.529  1.646  3.350  -0.01
H  0.995  5.284  -3.991  0.07
H  0.620  3.571  -4.252  0.05
H  2.294  4.142  -4.356  0.06
H  1.966  5.965  -1.401  0.09
H  2.235  5.676  1.213  0.08
H  2.844  4.087  1.700  0.06
H  1.121  4.447  1.836  0.07
H  0.480  0.912  -0.313  0.05
H  2.600  -2.858  1.970  0.05
H  3.836  -2.230  3.063  0.08
H  4.330  -2.997  1.556  0.06
H  5.579  -0.401  0.883  0.09
H  5.482  1.856  -0.662  0.07
H  4.659  2.909  0.491  0.07
H  3.881  2.522  -1.047  0.07
H  -3.069  2.481  3.111  0.05
H  -2.581  4.039  2.451  0.08
H  -2.335  3.681  4.177  0.08
H  0.182  2.719  4.783  0.10
H  2.668  1.928  4.394  0.08
H  3.299  2.135  2.751  0.07
H  2.666  0.567  3.261  0.07
C  2.294  -6.102  0.580  -0.05
N  2.803  -5.184  -0.411  -0.13
C  4.121  -4.957  -0.729  -0.07
C  4.166  -3.944  -1.607  -0.06
N  2.860  -3.528  -1.849  0.02
C  1.995  -4.325  -1.108  -0.69
S  0.350  -4.425  -1.091  0.76
C  2.528  -2.395  -2.622  -0.26
C  3.512  -1.466  -2.971  -0.01
C  3.131  -0.375  -3.726  -0.07
C  1.811  -0.245  -4.127  -0.06
C  0.923  -1.230  -3.740  -0.12
N  1.273  -2.285  -3.015  0.14
H  3.133  -6.547  1.112  0.09
H  1.695  -6.879  0.101  0.08
H  1.648  -5.579  1.285  0.05
H  4.922  -5.533  -0.301  0.12
H  5.010  -3.498  -2.095  0.10
H  4.531  -1.561  -2.632  0.09
H  3.860  0.380  -3.993  0.11
H  1.482  0.611  -4.691  0.10
H  -0.118  -1.196  -4.043  0.08
O  -1.217  -3.970  3.977  -0.33
Cl  0.083  -4.238  3.452  0.64
O  1.090  -3.899  4.420  -0.36
O  0.210  -5.629  3.107  -0.36
O  0.304  -3.446  2.249  -0.45
O  -2.233  -3.891  1.263  0.08
C  -1.489  -3.108  0.927  -0.27
Cl  -1.728  1.496  -3.231  0.56
C  -2.582  2.834  -2.455  -0.95
Cl  -2.169  2.891  -0.738  0.61
H  -3.648  2.651  -2.546  0.01
H  -2.265  3.756  -2.930  0.02

Cartesian forces, eV/Å:
Ba 1.56 0.58 -3.49
Cl -0.05 0.04 -0.08
C 0.13 -0.02 0.08
C -0.05 0.05 0.10
C -0.42 0.16 0.00
N -0.13 -0.07 0.03
C -0.11 0.19 0.16
O 0.08 0.04 -0.11
C -0.23 -0.18 -0.21
C 0.10 -0.03 -0.08
C -0.07 0.05 0.08
C -0.08 -0.09 -0.01
C 0.01 -0.12 -0.17
N 0.05 0.23 0.27
C -0.52 0.27 -0.24
C 0.06 -0.08 0.06
C 0.05 -0.02 -0.17
Cl -0.04 0.06 0.13
N -0.45 0.22 0.67
C -0.58 -0.03 0.02
O 0.07 -0.06 0.02
C -0.13 -0.01 0.71
C -0.01 -0.04 -0.03
C 0.13 0.07 -0.13
C -0.12 0.05 0.13
C 0.22 -0.11 0.08
N -0.03 0.10 1.78
H -0.02 -0.04 0.00
H -0.01 0.03 0.05
H -0.04 -0.05 -0.02
H 0.07 0.01 0.06
H 0.09 0.04 -0.03
H -0.02 0.01 0.01
H -0.01 0.06 -0.02
H 0.01 0.01 0.01
H 0.02 -0.07 -0.03
H 0.05 0.01 0.05
C 0.05 -0.08 0.09
C 0.04 -0.08 0.20
C 0.05 -0.01 -0.02
C 0.03 0.15 0.04
C -0.08 -0.10 0.00
N -0.11 0.13 0.07
N 0.02 -0.19 -0.47
B -0.24 0.05 -0.10
N 0.12 -0.09 -0.20
N -0.05 -0.30 0.11
C 0.09 0.17 -0.16
C -0.17 0.13 -0.03
C -0.04 0.00 0.06
C 0.23 0.02 -0.11
C -0.15 0.01 0.00
N 0.06 -0.16 0.25
N -0.28 0.13 -0.05
C 0.28 0.15 0.02
C 0.03 -0.17 -0.12
C -0.02 0.06 -0.08
C -0.02 0.01 0.21
C -0.10 0.02 -0.05
H 0.00 0.01 -0.04
H 0.01 -0.02 -0.03
H -0.03 0.02 -0.05
H -0.05 0.03 0.04
H 0.03 0.00 -0.02
H -0.02 0.03 0.04
H 0.04 0.03 0.02
H 0.17 0.08 0.03
H 0.00 -0.12 0.07
H -0.03 -0.04 0.01
H 0.09 -0.15 -0.08
H 0.01 0.02 -0.05
H 0.00 0.00 0.03
H -0.02 0.05 -0.04
H 0.10 0.03 -0.02
H 0.00 0.16 0.07
H -0.05 0.03 0.03
H -0.02 0.04 0.00
H 0.01 -0.06 0.03
H 0.00 0.02 0.01
H 0.05 -0.06 0.04
H 0.08 0.05 0.00
C -0.20 -0.16 0.12
N 0.11 0.52 -0.14
C 0.09 0.02 0.03
C 0.19 0.07 -0.04
N 0.07 -0.25 0.40
C -0.04 -0.35 -0.24
S -0.10 -0.07 0.23
C -0.18 0.19 -0.32
C 0.02 0.00 0.16
C 0.01 -0.01 -0.05
C 0.07 0.07 0.10
C -0.02 0.11 -0.11
N 0.07 -0.17 0.03
H 0.04 0.02 -0.04
H 0.03 -0.01 0.01
H 0.04 -0.02 -0.04
H -0.01 -0.01 0.02
H 0.02 0.01 0.02
H 0.00 0.03 0.08
H 0.02 0.00 0.04
H -0.09 0.10 -0.05
H 0.02 0.08 0.06
O -0.46 0.10 0.14
Cl 0.57 -0.23 -0.10
O 0.27 0.16 0.30
O -0.09 -0.36 -0.06
O 0.45 -0.07 0.34
O 0.24 0.12 -0.25
C -0.96 -1.18 0.24
Cl 0.21 -0.10 -0.35
C -0.10 -0.02 0.33
Cl 0.08 0.11 -0.26
H 0.02 0.04 -0.04
H -0.04 -0.01 0.03

Its charge is -2. Its HOMO energy is -2.54 eV. Its LUMO energy is 3.72 eV. The spin multiplicity is 1.